1.
ORCA calculation (wB97M-V/def2-TZVPD) on an isolated ion of composition C6H11N2O2 and charge +1 in a non-equilibrium geometry.

Last columns: bonded neighbours and bond lengths (Å).
Cartesian coordinates (Å):
1 C 0.464 1.096 -1.147  C6 1.481, N8 1.408, H11 1.065, H12 1.136
2 C 0.203 0.627 1.963  C4 1.575, O9 1.476, H13 1.112, H14 1.140
3 C 0.718 -0.697 -2.459  N7 1.517, N8 1.398, H15 1.141, H16 1.058
4 C -1.353 0.383 1.936  C2 1.575, C5 1.449, O10 1.355, H17 1.055
5 C -1.674 -1.022 1.788  C4 1.449, O10 1.376, H18 1.111, H20 1.091
6 C 0.675 -0.088 -0.284  C1 1.481, N7 1.317, O9 1.276
7 N 1.116 -1.069 -1.044  C3 1.517, C6 1.317, H19 1.034
8 N 0.900 0.688 -2.422  C1 1.408, C3 1.398, H21 0.971
9 O 0.827 -0.269 0.970  C2 1.476, C6 1.276
10 O -1.825 -0.113 0.767  C4 1.355, C5 1.376
11 H -0.584 1.247 -1.260  C1 1.065
12 H 0.822 2.142 -0.885  C1 1.136
13 H 0.419 1.654 1.593  C2 1.112
14 H 0.711 0.505 2.976  C2 1.140
15 H 1.281 -1.295 -3.250  C3 1.141
16 H -0.318 -0.862 -2.600  C3 1.058
17 H -1.839 1.125 2.507  C4 1.055
18 H -2.610 -1.313 2.314  C5 1.111
19 H 1.219 -1.981 -0.567  N7 1.034
20 H -0.938 -1.816 1.651  C5 1.091
21 H 1.789 1.058 -2.545  N8 0.971

As for the relative energy (zero: lowest compared OMol25 entry of this formula, charge and spin): 88.8 kcal/mol. The HOMO-LUMO gap is 10.604 eV. The lowest unoccupied orbital energy comes out at -0.128 hartree. The calculation puts the HOMO energy at -14.08 eV. The spin multiplicity is 1. The net charge is +1.

Mulliken atomic charge list, values in e, 4 entries:
1 C -0.7524
2 C -0.5448
3 C -0.3886
4 C 0.1199

---

2.
ORCA calculation (wB97M-V/def2-TZVPD) on one molecule with the formula C6H11N2O2P in a non-equilibrium geometry.

Last columns: bonded neighbours and bond lengths (Å).
Cartesian coordinates (Å):
1 C -2.588 -0.595 -1.030  C2 1.373, N7 1.399, H12 1.119
2 C -1.425 -1.243 -0.694  C1 1.373, N8 1.354, H13 1.098
3 C -1.631 0.744 0.387  C4 1.510, N7 1.262, N8 1.527
4 C -1.373 1.850 1.382  C3 1.510, H14 1.112, H15 1.020, H16 1.171
5 C 2.115 0.799 -0.950  C6 1.576, O9 1.472, H17 1.039, H18 1.065
6 C 1.926 -0.725 -0.598  C5 1.576, P11 1.930, H19 1.056, H20 1.050
7 N -2.657 0.619 -0.337  C1 1.399, C3 1.262
8 N -0.784 -0.520 0.255  C2 1.354, C3 1.527, P11 1.729
9 O 2.647 1.480 0.241  C5 1.472, H21 0.954
10 O 0.822 -2.626 0.664  P11 1.679, H22 1.042
11 P 0.751 -0.968 0.914  C6 1.930, N8 1.729, O10 1.679
12 H -3.363 -0.908 -1.775  C1 1.119
13 H -1.051 -2.253 -0.904  C2 1.098
14 H -0.921 2.801 1.025  C4 1.112
15 H -2.291 2.036 1.786  C4 1.020
16 H -0.562 1.496 2.150  C4 1.171
17 H 1.133 1.121 -1.060  C5 1.039
18 H 2.761 0.919 -1.788  C5 1.065
19 H 2.877 -1.163 -0.455  C6 1.056
20 H 1.417 -1.037 -1.463  C6 1.050
21 H 2.075 1.277 0.978  O9 0.954
22 H 0.124 -3.102 1.274  O10 1.042

As for the relative energy (zero: lowest compared OMol25 entry of this formula, charge and spin): 8.7 kcal/mol. The HOMO-LUMO gap is 9.121 eV. The lowest unoccupied orbital energy comes out at 0.014 hartree. The calculation puts the HOMO energy at -8.74 eV. The spin multiplicity is 1.

Mulliken atomic charge list, values in e, 4 entries:
1 C -0.6699
2 C -0.0110
3 C 0.6542
4 C -1.1162

---

3.
ORCA calculation (wB97M-V/def2-TZVPD) on one molecule with the formula C6H11N2O3PS in a non-equilibrium geometry.

Last columns: bonded neighbours and bond lengths (Å).
Cartesian coordinates (Å):
1 C 0.145 -0.550 -1.693  C2 1.380, C3 1.374, H14 1.083
2 C 0.608 0.747 -1.785  C1 1.380, C4 1.448, N7 1.344
3 C -0.476 -0.692 -0.475  C1 1.374, N8 1.372, O10 1.306
4 C 1.046 1.381 -3.012  C2 1.448, H15 1.151, H16 1.206, H17 1.104
5 C -1.761 -2.642 -0.235  O10 1.388, H18 1.042, H19 1.161, H20 1.121
6 C 1.455 0.182 2.832  O11 1.458, H21 1.220, H22 1.070, H23 1.044
7 N 0.463 1.348 -0.592  C2 1.344, N8 1.341
8 N -0.128 0.447 0.206  C3 1.372, N7 1.341, P12 1.773
9 O -0.104 2.335 1.745  P12 1.632, H24 1.009
10 O -1.098 -1.543 0.296  C3 1.306, C5 1.388
11 O 0.005 0.026 2.805  C6 1.458, P12 1.578
12 P -0.835 0.875 1.775  N8 1.773, O9 1.632, O11 1.578, S13 1.963
13 S -2.785 0.816 1.991  P12 1.963
14 H 0.318 -1.295 -2.460  C1 1.083
15 H 0.298 2.225 -3.238  C4 1.151
16 H 2.081 1.975 -2.837  C4 1.206
17 H 1.059 0.596 -3.788  C4 1.104
18 H -2.227 -2.603 -1.165  C5 1.042
19 H -2.311 -3.113 0.673  C5 1.161
20 H -0.971 -3.423 -0.385  C5 1.121
21 H 1.823 -0.866 3.338  C6 1.220
22 H 1.679 1.073 3.382  C6 1.070
23 H 1.829 0.132 1.859  C6 1.044
24 H -0.110 2.570 0.764  O9 1.009

As for the relative energy (zero: lowest compared OMol25 entry of this formula, charge and spin): 24.8 kcal/mol. The HOMO-LUMO gap is 9.439 eV. The lowest unoccupied orbital energy comes out at 0.024 hartree. The calculation puts the HOMO energy at -8.79 eV. The spin multiplicity is 1.

Mulliken atomic charge list, values in e, 4 entries:
1 C -0.7611
2 C 0.6858
3 C 0.3710
4 C -1.0512